(1)
Density functional theory data (the ωB97M-V functional and the def2-TZVPD basis) for a molecular structure, C22H38BN4O18V at a distorted geometry.

Each line ends with the Mulliken charge.
Positions of all 84 atoms, in Å:
1 O -1.864 0.006 3.399  -0.537
2 V -2.331 -0.048 1.909  1.873
3 O -1.124 -0.370 0.910  -0.674
4 N -4.110 -4.344 2.618  1.088
5 O -4.047 -5.587 2.480  -0.625
6 O -3.281 -3.554 2.298  -0.611
7 O -5.181 -4.056 2.981  -0.554
8 N -7.159 -0.323 2.206  1.069
9 O -6.183 -0.072 1.575  -0.690
10 O -8.099 -1.029 1.820  -0.686
11 O -7.222 0.028 3.319  -0.656
12 O 0.901 -4.009 5.607  -0.649
13 C -0.256 -3.931 6.036  0.610
14 O -0.827 -2.875 6.631  -0.477
15 B -2.064 -3.254 7.287  0.847
16 O -2.209 -4.654 7.044  -0.471
17 C -1.248 -5.061 6.159  0.606
18 O -1.206 -6.155 5.639  -0.600
19 O -3.198 -2.545 6.663  -0.253
20 C -4.112 -2.372 7.618  0.555
21 O -5.324 -2.162 7.331  -0.646
22 C -3.366 -2.574 9.033  0.489
23 O -2.071 -2.817 8.670  -0.447
24 O -3.886 -2.528 10.108  -0.579
25 C 5.455 -3.695 -6.025  -1.905
26 C 4.881 -2.701 -4.996  1.268
27 C 3.248 -2.973 -4.995  -1.054
28 C 2.596 -2.290 -3.860  -0.744
29 C 3.320 -2.754 -2.529  -1.264
30 C 4.832 -2.426 -2.512  1.664
31 N 5.476 -2.989 -3.745  0.369
32 O 6.893 -3.071 -3.732  -0.484
33 C 4.972 -0.955 -2.208  -1.851
34 C 5.350 -3.133 -1.293  -1.914
35 C 5.193 -1.298 -5.566  -1.575
36 H 5.194 -4.679 -5.635  0.471
37 H 6.492 -3.708 -6.360  0.320
38 H 4.910 -3.420 -6.928  0.436
39 H 2.829 -2.679 -5.958  0.454
40 H 2.982 -4.026 -5.082  0.427
41 H 1.524 -2.489 -3.843  0.390
42 H 2.569 -1.203 -3.775  0.344
43 H 3.319 -3.842 -2.462  0.429
44 H 2.736 -2.221 -1.778  0.526
45 H 6.008 -0.658 -2.043  0.389
46 H 4.664 -0.401 -3.095  0.319
47 H 4.429 -0.558 -1.351  0.378
48 H 5.697 -4.154 -1.450  0.425
49 H 6.183 -2.682 -0.754  0.358
50 H 4.538 -3.229 -0.572  0.416
51 H 4.670 -1.164 -6.512  0.426
52 H 6.189 -1.087 -5.955  0.367
53 H 4.819 -0.480 -4.951  0.286
54 H 7.044 -3.961 -3.405  0.331
55 C -0.112 3.975 1.735  -1.936
56 C -1.048 4.764 0.856  1.629
57 C -0.215 5.363 -0.350  -1.182
58 C -1.158 5.831 -1.553  -0.761
59 C -1.959 4.620 -2.016  -1.436
60 C -2.869 4.030 -0.914  1.695
61 N -2.179 3.792 0.371  0.227
62 O -3.063 3.417 1.357  -0.328
63 C -4.119 4.912 -0.800  -2.035
64 C -3.360 2.698 -1.582  -1.738
65 C -1.630 6.024 1.537  -1.611
66 H -0.666 3.700 2.632  0.398
67 H 0.723 4.591 2.069  0.384
68 H 0.276 3.065 1.276  0.363
69 H 0.349 6.246 -0.048  0.468
70 H 0.485 4.647 -0.783  0.383
71 H -0.512 6.198 -2.351  0.402
72 H -1.896 6.569 -1.239  0.312
73 H -1.185 4.027 -2.504  0.428
74 H -2.690 4.864 -2.787  0.541
75 H -4.773 4.702 -1.647  0.520
76 H -4.849 4.636 -0.039  0.446
77 H -3.877 5.955 -0.598  0.352
78 H -4.436 2.546 -1.505  0.353
79 H -3.095 2.720 -2.639  0.394
80 H -2.836 1.808 -1.234  0.355
81 H -1.879 6.018 2.598  0.377
82 H -2.540 6.266 0.988  0.374
83 H -1.051 6.947 1.566  0.319
84 H -3.382 4.280 1.634  0.327

Output
* energy relative to the best compared isomer or geometry (same formula, charge and spin): 1069.1 kJ/mol
* net charge: -2
* frontier orbital gap: 3.023 eV
* HOMO: -0.091 Eh


(2)
Density functional theory data (the ωB97M-V functional and the def2-TZVPD basis) for 3 unconnected molecules or ions with the total composition C22H38BO4 at a distorted geometry.

Each line ends with the Mulliken charge.
Positions of all 65 atoms, in Å:
1 C -2.177 -1.018 -1.147  -0.873
2 C -1.313 -2.313 -0.765  -0.257
3 O 0.111 -2.189 -0.999  -0.314
4 C 0.657 -1.016 -0.380  0.465
5 O 0.853 -0.014 -1.124  -0.538
6 C 0.938 -1.033 1.198  -0.382
7 C 2.065 0.065 1.655  -0.127
8 C 1.309 1.151 2.566  -0.688
9 B 2.242 2.497 2.909  0.194
10 C 1.210 3.786 2.924  -0.586
11 C 1.644 5.017 2.011  0.727
12 C 1.798 6.425 2.704  -0.846
13 C 2.176 7.705 1.896  -0.392
14 C 2.419 7.645 0.372  -0.447
15 C 2.280 6.273 -0.326  -0.533
16 C 1.898 4.983 0.486  0.805
17 C 1.740 3.630 -0.341  -0.852
18 H -3.247 -1.308 -1.422  0.257
19 H -1.709 -0.539 -2.082  0.355
20 H -2.240 -0.260 -0.287  0.144
21 H -1.575 -2.626 0.314  0.232
22 H -1.691 -3.171 -1.435  0.293
23 H 1.174 -2.082 1.604  0.368
24 H -0.064 -0.736 1.694  0.159
25 H 2.566 0.514 0.718  0.191
26 H 2.852 -0.535 2.241  0.222
27 H 1.046 0.652 3.564  0.048
28 H 0.335 1.423 2.013  0.063
29 H 3.042 2.698 2.032  -0.200
30 H 2.858 2.364 3.922  -0.258
31 H 0.107 3.512 2.702  0.168
32 H 1.196 4.181 4.016  0.040
33 H 1.620 6.480 3.837  0.199
34 H 2.235 8.694 2.463  0.271
35 H 2.677 8.565 -0.254  0.268
36 H 2.457 6.180 -1.454  0.203
37 H 1.781 3.809 -1.480  0.309
38 H 2.682 2.999 -0.109  0.176
39 H 0.846 2.990 -0.045  0.131
40 C 1.650 -4.620 -3.479  -0.486
41 C 1.663 -3.160 -3.874  -0.042
42 C 3.100 -2.965 -4.315  -0.482
43 O 3.546 -4.224 -4.843  -0.406
44 C 2.585 -5.232 -4.504  -0.441
45 H 0.655 -5.069 -3.488  0.370
46 H 2.069 -4.736 -2.474  0.209
47 H 0.987 -2.999 -4.721  0.221
48 H 1.369 -2.484 -3.069  -0.043
49 H 3.745 -2.709 -3.468  0.278
50 H 3.203 -2.190 -5.078  0.278
51 H 2.047 -5.503 -5.419  0.252
52 H 3.100 -6.119 -4.126  0.283
53 C -5.811 -1.662 1.419  -0.593
54 C -6.181 -3.116 1.228  -0.531
55 C -4.903 -3.694 0.655  -0.478
56 O -3.820 -2.927 1.197  -0.300
57 C -4.357 -1.759 1.835  -0.285
58 H -6.430 -1.143 2.152  0.352
59 H -5.892 -1.130 0.465  0.268
60 H -6.396 -3.574 2.199  0.258
61 H -7.046 -3.268 0.580  0.328
62 H -4.874 -3.591 -0.436  0.260
63 H -4.768 -4.748 0.908  0.271
64 H -4.263 -1.896 2.918  0.282
65 H -3.777 -0.881 1.544  0.180

Output
* energy relative to the best compared isomer or geometry (same formula, charge and spin): 497.4 kJ/mol
* net charge: -1
* frontier orbital gap: 6.946 eV
* HOMO: -0.171 Eh


(3)
Density functional theory data (the ωB97M-V functional and the def2-TZVPD basis) for a molecular structure, C22H38BeF3IKN3Na2O14P at a distorted geometry.

Each line ends with the Mulliken charge.
Positions of all 86 atoms, in Å:
1 C 3.471 -2.801 0.997  -1.204
2 C 3.951 -1.506 0.158  0.323
3 C 3.671 -1.561 -1.432  0.916
4 I 1.936 -2.831 -1.966  0.093
5 C 3.223 -0.060 -1.894  -0.360
6 O 1.886 0.108 -1.388  0.229
7 C 1.120 1.073 -2.141  -0.780
8 C 0.366 1.997 -1.026  -0.529
9 O -0.592 1.218 -0.298  -0.127
10 C -1.674 0.788 -1.140  0.287
11 C -1.551 -0.784 -1.549  0.119
12 O -1.110 -1.655 -0.722  -0.639
13 O -1.883 -1.227 -2.830  -0.800
14 P -3.254 0.899 -0.084  0.788
15 O -4.371 1.733 -0.808  -0.710
16 O -3.855 -0.691 0.371  -0.786
17 O -2.888 1.744 1.407  -0.377
18 C 1.545 2.517 -0.063  0.891
19 C 2.505 3.601 -0.669  -0.496
20 C 3.640 3.988 0.350  0.542
21 C 3.607 3.240 1.704  -0.494
22 N 2.696 2.272 2.221  -0.558
23 C 1.656 1.887 1.343  -0.351
24 H 3.532 -3.794 0.435  0.252
25 H 2.444 -2.578 1.458  0.261
26 H 4.209 -2.905 1.912  0.411
27 H 5.087 -1.405 0.337  0.413
28 H 3.485 -0.588 0.682  -0.283
29 H 4.643 -1.903 -1.972  -1.087
30 H 3.223 0.038 -3.049  0.119
31 H 3.997 0.668 -1.472  0.073
32 H 0.391 0.599 -2.886  0.357
33 H 1.852 1.767 -2.711  0.497
34 H -0.142 2.911 -1.528  0.377
35 H -1.851 1.443 -2.057  0.414
36 H -4.142 -1.131 -0.478  0.438
37 H -3.376 1.279 2.155  0.211
38 H 2.413 4.039 -1.713  0.408
39 H 4.450 4.762 0.049  -0.312
40 H 4.472 3.519 2.417  0.347
41 H 0.915 1.083 1.695  0.508
42 Be 5.644 6.180 -0.331  -0.062
43 F 5.741 -2.309 1.965  -0.774
44 C 4.373 -0.260 -5.630  -0.939
45 O 5.282 -0.273 -4.534  -0.172
46 C 6.305 -1.249 -4.688  -0.051
47 C 7.605 -0.622 -5.183  -0.733
48 O 7.464 -0.106 -6.500  -0.377
49 C 7.265 1.303 -6.514  -0.653
50 H 3.798 0.667 -5.584  0.193
51 H 4.887 -0.302 -6.593  0.495
52 H 3.682 -1.104 -5.545  0.338
53 H 5.977 -2.052 -5.358  0.459
54 H 6.480 -1.687 -3.698  -0.189
55 H 8.376 -1.399 -5.225  0.371
56 H 7.954 0.156 -4.494  0.367
57 H 8.220 1.810 -6.342  0.332
58 H 6.540 1.623 -5.762  0.233
59 H 6.890 1.584 -7.500  0.247
60 K -5.505 -0.168 1.533  1.072
61 C -5.581 -4.659 3.317  0.732
62 O -5.188 -3.769 4.052  -0.609
63 N -6.475 -5.597 3.721  -0.477
64 N -5.166 -4.793 2.040  -0.356
65 H -6.815 -6.340 3.134  0.206
66 H -6.807 -5.532 4.673  0.155
67 H -4.499 -4.116 1.700  0.224
68 H -5.480 -5.520 1.421  0.178
69 F -2.126 3.360 -0.236  -0.706
70 C 0.926 5.179 3.034  -0.041
71 O 1.341 6.355 3.420  -0.321
72 H 0.421 5.117 2.047  0.242
73 H 1.705 4.379 2.911  0.085
74 H 0.195 4.660 3.681  0.285
75 Na -7.919 -4.507 4.593  0.937
76 C -11.041 0.494 5.752  -0.393
77 C -12.004 -0.530 6.261  0.305
78 O -11.270 -1.737 6.163  -0.277
79 C -9.966 -1.381 6.309  0.670
80 O -9.079 -2.156 6.550  -0.582
81 O -9.787 -0.042 6.156  -0.280
82 F -13.089 -0.618 5.460  -0.268
83 H -11.062 0.587 4.662  0.272
84 H -11.209 1.478 6.191  0.274
85 H -12.319 -0.376 7.297  0.298
86 Na 5.763 -3.329 -2.145  0.910

Output
* net charge: +1
* frontier orbital gap: 1.708 eV
* HOMO: -0.302 Eh


What is the net charge in the third record?
+1


Look up the net charge of the third one.
+1


What is the HOMO in the first record?
-0.091 Eh


The highest net charge belongs to which entry?
C22H38BeF3IKN3Na2O14P